No. 1
DFT (ωB97M-V/def2-TZVPD) results for 3 unconnected molecules or ions with the total composition C12H32BBrIN2.

Properties
HOMO	-4.8	eV
gap between HOMO and LUMO	7.237	eV
LUMO	0.090	Ha

Structure (ORCA input):
```
! RIJCOSX wB97M-V def2-TZVPD def2/J DEFGRID3
* xyz -1 1
Br 2.95920 7.33614 -0.73208
B 1.86709 6.20294 -2.03423
I 3.06180 4.46492 -2.79176
H 0.90988 5.75984 -1.46458
H 1.56524 6.89136 -2.96759
C -0.18993 -2.25274 -1.78618
C 0.68586 -1.58219 -2.83526
N 0.05220 -0.43561 -3.45874
C 0.76296 0.04216 -4.63507
C 2.17949 0.59441 -4.44660
C -0.41432 0.59359 -2.53861
C 0.60822 1.21638 -1.58411
H -1.16452 -2.51388 -2.20242
H 0.28943 -3.16831 -1.43389
H -0.34867 -1.61296 -0.91651
H 0.89324 -2.30857 -3.62704
H 1.65659 -1.33632 -2.37685
H 0.14351 0.80682 -5.11161
H 0.80384 -0.79252 -5.34468
H 2.18087 1.57561 -3.97461
H 2.66001 0.70631 -5.42120
H 2.80193 -0.07518 -3.85083
H -1.22956 0.16441 -1.94789
H -0.87923 1.38405 -3.13266
H 1.24351 0.46140 -1.11528
H 0.08426 1.74074 -0.78244
H 1.24592 1.94813 -2.07591
C -1.80446 -1.89586 5.66430
C -1.34809 -0.81933 4.69050
N -0.38771 -1.30207 3.71530
C 0.27092 -0.23525 2.97573
C -0.58788 0.64822 2.06662
C -0.81337 -2.44791 2.92828
C -2.10706 -2.32288 2.11350
H -0.94843 -2.36789 6.14890
H -2.43334 -1.45141 6.43744
H -2.39240 -2.67265 5.17363
H -0.85744 -0.02567 5.26031
H -2.23611 -0.36293 4.22516
H 1.07123 -0.68528 2.38213
H 0.77239 0.40485 3.70822
H -0.89600 0.12276 1.16295
H -0.00959 1.51702 1.74854
H -1.48063 1.01696 2.57353
H -0.91364 -3.30134 3.60427
H 0.00935 -2.70952 2.25791
H -2.91474 -1.87640 2.69582
H -2.44195 -3.31485 1.80166
H -1.97206 -1.72901 1.21104
*
```


No. 2
DFT (ωB97M-V/def2-TZVPD) results for a molecular structure, C12H32BF4N2O4Pd at a distorted geometry.

Properties
HOMO (alpha / beta)	-12.3 / -12.8	eV
energy relative to the best compared isomer or geometry (same formula, charge and spin)	0.0	kJ/mol
gap between HOMO and LUMO (alpha / beta)	9.776 / 8.532	eV
LUMO (alpha / beta)	-0.094 / -0.155	Ha

Structure (ORCA input):
```
! RIJCOSX wB97M-V def2-TZVPD def2/J DEFGRID3
* xyz 1 3
Pd 0.51235 -0.11899 -0.56391
B 2.27423 -2.36617 -0.23014
F 2.06747 -3.36826 0.69131
F 2.17345 -1.06980 0.44462
F 3.48839 -2.42356 -0.86527
F 1.21194 -2.32631 -1.19167
C 2.96698 1.27335 2.58920
C 2.68385 1.79961 1.20130
O 1.32502 1.50784 0.79252
H 2.88385 0.18774 2.59180
H 2.21956 1.63670 3.30679
H 3.93908 1.58985 2.95904
H 3.32398 1.27146 0.49321
H 2.86045 2.86865 1.07532
H 0.72726 1.93862 1.41208
C -3.19945 -2.12282 4.25151
O -2.16612 -2.25690 3.29249
C -1.08181 -1.39549 3.53113
C -0.17417 -1.31704 2.31640
N -0.82580 -0.90697 1.04808
C -1.48394 -2.09191 0.40090
C -2.13667 -1.78408 -0.93532
O -1.21043 -1.13043 -1.79790
C -1.64739 -1.04494 -3.12929
H -3.57390 -1.09661 4.30933
H -2.85370 -2.41715 5.24900
H -3.98843 -2.80676 3.94899
H -0.47575 -1.80412 4.34923
H -1.42143 -0.38399 3.79540
H 0.38184 -2.24051 2.15708
H 0.59685 -0.57122 2.53512
H -1.59482 -0.27766 1.27449
H -2.30274 -2.43216 1.03739
H -0.76512 -2.90195 0.31686
H -3.02955 -1.16223 -0.79977
H -2.42280 -2.74810 -1.36576
H -0.91068 -0.50618 -3.72195
H -2.62058 -0.54854 -3.22094
H -1.75100 -2.04049 -3.57715
C 1.98752 2.82345 -3.51644
C 1.38709 2.12150 -2.30600
C -0.09463 2.42478 -2.24208
O -0.75073 1.64986 -1.21919
C -2.13502 1.92326 -1.15560
N 1.58968 0.62048 -2.37047
H 1.72916 3.88606 -3.48897
H 1.66928 2.38137 -4.45957
H 3.07873 2.83185 -3.47580
H 1.88411 2.45079 -1.39731
H -0.58533 2.17591 -3.19156
H -0.25209 3.48642 -2.03613
H -2.31108 2.94038 -0.79913
H -2.60191 1.18297 -0.51022
H -2.61835 1.82341 -2.13571
H 2.59958 0.47192 -2.31517
H 1.42371 0.39310 -3.35217
*
```


No. 3
DFT (ωB97M-V/def2-TZVPD) results for a molecular structure, C12H32BI2MoN2Si4 at a distorted geometry.

Properties
HOMO (alpha / beta)	-11.8 / -11.7	eV
gap between HOMO and LUMO (alpha / beta)	7.745 / 6.954	eV
LUMO (alpha / beta)	-0.147 / -0.176	Ha

Structure (ORCA input):
```
! RIJCOSX wB97M-V def2-TZVPD def2/J DEFGRID3
* xyz 1 3
Mo 11.86315 8.65198 11.01975
I 14.10350 9.62685 12.63315
C 15.51764 8.93038 11.23618
I 14.43620 7.49528 9.99616
H 16.31550 8.40184 11.73787
H 15.83336 9.71750 10.56524
N 9.67243 9.94698 12.84084
C 10.40978 9.71427 11.97584
B 13.73441 11.46493 9.15190
C 12.41538 10.59163 9.21506
N 11.52586 9.88069 9.13175
H 13.39255 12.47196 8.73784
H 14.19790 10.92459 8.20189
H 14.34126 11.56215 10.18051
C 10.93157 9.09030 5.62548
Si 10.77186 7.66246 6.96046
C 9.36389 6.46569 6.57483
C 12.52871 7.01371 7.03694
Si 10.25860 8.56011 8.99538
Si 10.68576 6.59222 11.18585
C 8.99077 6.41041 11.82638
C 11.81689 6.94417 12.73073
C 11.50322 5.15336 10.32098
Si 8.12491 9.75009 8.90452
C 8.67688 11.45222 9.54517
C 7.60367 9.79162 7.13155
C 6.75458 8.75337 9.82209
H 10.89555 8.59325 4.60132
H 11.91328 9.49910 5.80695
H 10.25255 9.87183 5.44155
H 9.11621 6.36456 5.54595
H 8.45982 6.74957 7.06219
H 9.40209 5.39273 6.90019
H 12.88214 6.48163 6.11017
H 12.75799 6.37963 7.86180
H 13.31837 7.84356 7.13354
H 9.17880 6.53272 12.93064
H 8.59054 5.40123 11.63406
H 8.30375 7.13017 11.39261
H 12.83771 6.47837 12.95056
H 11.16914 6.09192 13.12826
H 11.68286 7.76100 13.42455
H 10.95492 4.20451 10.33121
H 12.35400 4.87641 10.81282
H 11.76128 5.37678 9.31908
H 9.39723 11.80630 8.85763
H 9.11000 11.37286 10.54973
H 7.85993 12.17193 9.61332
H 6.78196 9.02867 6.96935
H 8.38737 9.44642 6.49936
H 7.24075 10.69097 6.58934
H 5.74561 9.27224 9.65588
H 7.06822 8.75171 10.89950
H 6.71857 7.70759 9.48007
*
```


No. 4
DFT (ωB97M-V/def2-TZVPD) results for 2 unconnected molecules or ions with the total composition C12H32BN7O3P at a distorted geometry.

Properties
HOMO	-10.6	eV
gap between HOMO and LUMO	6.566	eV
LUMO	-0.147	Ha

Structure (ORCA input):
```
! RIJCOSX wB97M-V def2-TZVPD def2/J DEFGRID3
* xyz 1 1
C -5.18044 1.16861 -1.05574
C -4.36654 -0.27934 -1.25040
C -4.17353 -0.69076 -2.82561
C -2.99895 -0.32026 -0.34709
N -1.71604 -0.07902 -1.11141
C -1.40135 1.02815 -1.86005
N -2.29322 2.22411 -2.11032
C -1.37594 3.04367 -3.01544
B -1.99878 4.46364 -3.58152
O -2.25043 5.64758 -2.71975
O -2.35736 4.51910 -5.02204
N -0.01256 2.43679 -3.30025
N -0.07751 1.23336 -2.57133
H -5.17212 1.80473 -2.04085
H -4.52826 1.76780 -0.26040
H -6.23918 1.03217 -0.57205
H -5.10041 -1.09411 -0.78038
H -3.13716 -1.16270 -3.09539
H -4.30299 0.31197 -3.45872
H -5.10206 -1.36494 -3.11695
H -2.93863 -1.40011 0.15578
H -3.00113 0.44697 0.56678
H -0.95710 -0.81923 -1.01944
H -3.05433 5.35906 -2.15842
H -2.52506 3.54398 -5.27615
H 0.78393 2.79493 -3.89966
H 0.73717 0.58015 -2.56257
O 1.20012 -1.39363 0.08357
P 2.38117 -1.05754 1.02682
N 2.70916 -2.71143 1.34940
C 3.10854 -3.30964 2.61260
C 3.51115 -3.33791 0.29037
N 1.26892 -0.41015 2.21080
C 0.69058 -1.22610 3.27885
C 0.13030 0.33123 1.62075
N 3.73886 -0.67118 2.11116
C 3.66986 -0.09800 3.45219
C 4.67928 0.15496 1.33154
H 4.13841 -3.09303 2.88272
H 3.00236 -4.40331 2.57186
H 2.46154 -3.01352 3.44952
H 4.54789 -2.98457 0.32769
H 3.10322 -3.09316 -0.70437
H 3.50958 -4.42898 0.37035
H 0.25631 -2.15644 2.90388
H -0.09354 -0.68004 3.81985
H 1.41232 -1.45174 4.06150
H -0.65696 -0.35799 1.27698
H 0.44649 0.94241 0.77070
H -0.32290 1.00850 2.35187
H 3.06604 0.81459 3.49976
H 4.67126 0.16287 3.81802
H 3.31289 -0.82645 4.17840
H 4.26515 1.15091 1.14523
H 4.88309 -0.31586 0.36194
H 5.64891 0.25893 1.83542
*
```


Please write out number 2 again, unchanged.
DFT (ωB97M-V/def2-TZVPD) results for a molecular structure, C12H32BF4N2O4Pd at a distorted geometry.

Properties
HOMO (alpha / beta)	-12.3 / -12.8	eV
energy relative to the best compared isomer or geometry (same formula, charge and spin)	0.0	kJ/mol
gap between HOMO and LUMO (alpha / beta)	9.776 / 8.532	eV
LUMO (alpha / beta)	-0.094 / -0.155	Ha

Structure (ORCA input):
```
! RIJCOSX wB97M-V def2-TZVPD def2/J DEFGRID3
* xyz 1 3
Pd 0.51235 -0.11899 -0.56391
B 2.27423 -2.36617 -0.23014
F 2.06747 -3.36826 0.69131
F 2.17345 -1.06980 0.44462
F 3.48839 -2.42356 -0.86527
F 1.21194 -2.32631 -1.19167
C 2.96698 1.27335 2.58920
C 2.68385 1.79961 1.20130
O 1.32502 1.50784 0.79252
H 2.88385 0.18774 2.59180
H 2.21956 1.63670 3.30679
H 3.93908 1.58985 2.95904
H 3.32398 1.27146 0.49321
H 2.86045 2.86865 1.07532
H 0.72726 1.93862 1.41208
C -3.19945 -2.12282 4.25151
O -2.16612 -2.25690 3.29249
C -1.08181 -1.39549 3.53113
C -0.17417 -1.31704 2.31640
N -0.82580 -0.90697 1.04808
C -1.48394 -2.09191 0.40090
C -2.13667 -1.78408 -0.93532
O -1.21043 -1.13043 -1.79790
C -1.64739 -1.04494 -3.12929
H -3.57390 -1.09661 4.30933
H -2.85370 -2.41715 5.24900
H -3.98843 -2.80676 3.94899
H -0.47575 -1.80412 4.34923
H -1.42143 -0.38399 3.79540
H 0.38184 -2.24051 2.15708
H 0.59685 -0.57122 2.53512
H -1.59482 -0.27766 1.27449
H -2.30274 -2.43216 1.03739
H -0.76512 -2.90195 0.31686
H -3.02955 -1.16223 -0.79977
H -2.42280 -2.74810 -1.36576
H -0.91068 -0.50618 -3.72195
H -2.62058 -0.54854 -3.22094
H -1.75100 -2.04049 -3.57715
C 1.98752 2.82345 -3.51644
C 1.38709 2.12150 -2.30600
C -0.09463 2.42478 -2.24208
O -0.75073 1.64986 -1.21919
C -2.13502 1.92326 -1.15560
N 1.58968 0.62048 -2.37047
H 1.72916 3.88606 -3.48897
H 1.66928 2.38137 -4.45957
H 3.07873 2.83185 -3.47580
H 1.88411 2.45079 -1.39731
H -0.58533 2.17591 -3.19156
H -0.25209 3.48642 -2.03613
H -2.31108 2.94038 -0.79913
H -2.60191 1.18297 -0.51022
H -2.61835 1.82341 -2.13571
H 2.59958 0.47192 -2.31517
H 1.42371 0.39310 -3.35217
*
```


- Number 2 is which compound?
  C12H32BF4N2O4Pd